Record 1
This record from the Open Molecules 2025 dataset describes C27H27N3O4OsS as an isolated structure. The level of theory is ωB97M-V with the def2-TZVPD basis set.

Each line ends with the natural charge from an NBO analysis.
CARTESIAN COORDINATES (ANGSTROEM)
Os (0.647, -0.789, 0.386)  1.284
O (-2.763, 1.830, -0.986)  -0.665
C (-3.689, 1.265, -0.188)  0.355
C (-4.965, 1.831, -0.241)  -0.276
C (-5.989, 1.330, 0.531)  -0.158
C (-5.771, 0.246, 1.382)  -0.263
C (-4.518, -0.318, 1.440)  -0.143
C (-3.459, 0.172, 0.664)  -0.177
C (-2.149, -0.481, 0.770)  0.570
O (-1.144, 0.047, 0.104)  -0.704
N (-1.996, -1.556, 1.482)  -0.396
N (-0.668, -1.946, 1.475)  -0.272
C (-0.342, -2.921, 2.245)  0.134
C (0.996, -3.453, 2.354)  -0.207
C (1.262, -4.385, 3.366)  -0.141
C (2.517, -4.927, 3.525)  -0.239
C (3.538, -4.557, 2.647)  -0.159
C (3.296, -3.663, 1.625)  -0.272
C (2.032, -3.098, 1.479)  0.417
O (1.833, -2.269, 0.433)  -0.628
H (-1.900, 1.405, -0.845)  0.514
H (-5.115, 2.671, -0.905)  0.228
H (-6.969, 1.786, 0.475)  0.215
H (-6.575, -0.145, 1.990)  0.217
H (-4.320, -1.158, 2.091)  0.232
H (-1.133, -3.357, 2.846)  0.216
H (0.458, -4.665, 4.036)  0.215
H (2.710, -5.632, 4.321)  0.222
H (4.529, -4.975, 2.764)  0.222
H (4.072, -3.369, 0.932)  0.234
S (1.209, -0.020, 2.474)  0.048
C (2.782, 0.558, 2.257)  0.038
N (3.857, 0.968, 2.157)  -0.341
C (0.082, 3.305, 0.990)  -0.605
C (0.951, 3.640, -0.221)  -0.232
C (2.444, 3.663, 0.118)  -0.604
C (0.657, 2.782, -1.439)  -0.017
C (0.117, 3.416, -2.552)  -0.194
C (-0.134, 2.735, -3.729)  -0.204
C (0.180, 1.393, -3.807)  -0.232
C (0.713, 0.700, -2.723)  0.018
C (1.039, -0.766, -2.950)  -0.262
C (0.011, -1.699, -2.306)  -0.553
C (2.487, -1.144, -2.633)  -0.604
C (0.919, 1.398, -1.522)  0.228
O (1.414, 0.786, -0.395)  -0.639
H (0.288, 4.009, 1.798)  0.210
H (0.280, 2.304, 1.366)  0.212
H (-0.979, 3.378, 0.740)  0.209
H (0.678, 4.655, -0.523)  0.197
H (2.807, 2.680, 0.402)  0.230
H (2.630, 4.340, 0.954)  0.207
H (3.025, 4.012, -0.737)  0.205
H (-0.101, 4.475, -2.485)  0.212
H (-0.553, 3.250, -4.584)  0.216
H (0.017, 0.856, -4.734)  0.207
H (0.915, -0.911, -4.026)  0.214
H (0.240, -1.981, -1.260)  0.148
H (0.021, -2.680, -2.786)  0.235
H (-0.998, -1.295, -2.350)  0.233
H (2.742, -0.998, -1.586)  0.215
H (3.168, -0.534, -3.227)  0.221
H (2.666, -2.193, -2.879)  0.209

Computed properties:
- E_tot (eV) = -54400.294
- HOMO level (eV) = -8.34
- HOMO-LUMO gap (eV) = 6.8
- energy relative to the best compared isomer or geometry (same formula, charge and spin) (kcal/mol) = 0.0

***

Record 2
This record from the Open Molecules 2025 dataset describes a 2-piece molecular cluster, C4H9NO overall. The level of theory is ωB97M-V with the def2-TZVPD basis set.

Each line ends with the natural charge from an NBO analysis.
CARTESIAN COORDINATES (ANGSTROEM)
C (2.289, 0.201, 1.533)  -0.873
C (0.898, -0.134, -1.199)  -0.092
N (-0.139, -0.106, -0.470)  -0.435
C (-0.796, -0.049, 0.618)  0.378
O (-2.113, -0.068, 0.675)  -0.488
C (-2.869, -0.162, -0.531)  -0.273
H (2.526, 0.193, 2.598)  0.212
H (2.812, -0.619, 1.032)  0.200
H (2.597, 1.154, 1.092)  0.203
H (1.385, -1.079, -1.441)  0.182
H (1.342, 0.788, -1.574)  0.182
H (1.207, 0.083, 1.436)  0.232
H (-3.917, -0.122, -0.233)  0.201
H (-2.652, -1.109, -1.035)  0.185
H (-2.628, 0.678, -1.191)  0.185

Computed properties:
- E_tot (eV) = -7828.239
- HOMO level (spin up / spin down) (eV) = -8.34 / -8.33
- HOMO-LUMO gap (spin up / spin down) (eV) = 8.9 / 8.9
- energy relative to the best compared isomer or geometry (same formula, charge and spin) (kcal/mol) = 94.1

***

Record 3
This record from the Open Molecules 2025 dataset describes a 3-piece molecular cluster, C39H80BN5O3P overall in a non-equilibrium geometry. The level of theory is ωB97M-V with the def2-TZVPD basis set.

Each line ends with the Mulliken charge.
CARTESIAN COORDINATES (ANGSTROEM)
C (0.804, -6.193, 0.652)  -0.984
C (0.476, -4.995, 1.596)  -0.473
P (-0.250, -3.494, 0.752)  0.004
C (-1.282, -4.208, -0.599)  -1.210
C (1.167, -2.426, 0.048)  0.628
B (1.755, -3.241, -1.195)  0.660
C (3.009, -4.231, -1.092)  -0.596
O (1.150, -3.138, -2.436)  -0.788
N (2.166, -2.336, 1.135)  -0.229
C (3.331, -1.519, 0.803)  -1.586
C (3.004, -0.203, 0.054)  -0.715
C (3.442, -0.216, -1.454)  0.338
C (4.560, 0.802, -1.669)  0.374
C (5.845, 0.772, -0.816)  -1.146
N (4.504, 1.725, -2.543)  -0.778
N (1.547, 0.106, 0.168)  0.862
C (1.195, 0.604, 1.550)  -1.398
C (0.694, 2.061, 1.502)  0.727
C (0.865, 2.766, 2.877)  -0.648
C (0.976, 4.308, 2.661)  -0.748
O (0.349, 4.742, 1.469)  -0.330
C (1.250, 5.281, 0.522)  -0.601
C (0.684, -0.993, -0.365)  -0.694
C (-0.797, -0.713, -0.121)  -2.449
O (-1.003, 0.619, -0.586)  0.058
C (-2.289, 1.103, -0.417)  0.170
C (-3.102, 0.836, 0.658)  -0.175
C (-4.378, 1.351, 0.799)  0.297
C (-5.187, 0.983, 2.028)  -1.229
C (-4.833, 2.197, -0.188)  -1.100
C (-4.014, 2.493, -1.266)  -0.523
C (-2.756, 1.960, -1.404)  -0.010
C (-1.856, 2.316, -2.591)  1.073
C (-2.596, 3.095, -3.686)  -2.039
C (-0.753, 3.295, -2.012)  -0.928
H (0.853, -5.930, -0.408)  0.172
H (-0.001, -6.932, 0.741)  0.327
H (1.715, -6.711, 0.967)  0.303
H (-0.337, -5.329, 2.251)  0.525
H (1.302, -4.723, 2.259)  0.343
H (-1.906, -4.977, -0.123)  0.452
H (-0.739, -4.713, -1.406)  0.321
H (-1.971, -3.495, -1.059)  0.353
H (2.982, -5.004, -1.872)  0.421
H (2.992, -4.744, -0.120)  0.208
H (3.970, -3.709, -1.190)  -0.126
H (1.316, -3.985, -2.873)  0.314
H (2.510, -3.244, 1.416)  0.323
H (3.802, -1.236, 1.755)  0.581
H (4.108, -2.043, 0.226)  0.437
H (3.597, 0.584, 0.527)  1.380
H (3.872, -1.201, -1.678)  -0.560
H (2.582, 0.002, -2.097)  0.515
H (6.671, 0.308, -1.360)  0.302
H (5.632, 0.269, 0.137)  0.249
H (6.118, 1.804, -0.583)  0.396
H (3.621, 1.675, -3.056)  0.269
H (1.402, 0.901, -0.463)  0.556
H (0.546, -0.068, 2.112)  0.309
H (2.137, 0.646, 2.109)  0.791
H (1.362, 2.588, 0.808)  -0.186
H (-0.360, 2.136, 1.235)  -0.093
H (1.801, 2.413, 3.329)  0.378
H (0.008, 2.534, 3.515)  0.400
H (2.025, 4.628, 2.718)  0.367
H (0.470, 4.779, 3.516)  0.350
H (1.962, 5.999, 0.951)  0.377
H (0.656, 5.763, -0.260)  0.228
H (1.842, 4.496, 0.015)  0.175
H (0.794, -0.970, -1.458)  0.299
H (-1.363, -1.392, -0.768)  0.993
H (-1.032, -0.811, 0.938)  0.469
H (-2.741, 0.187, 1.457)  0.297
H (-5.231, 1.791, 2.765)  0.168
H (-6.171, 0.573, 1.783)  0.396
H (-4.637, 0.166, 2.519)  0.377
H (-5.819, 2.654, -0.132)  0.440
H (-4.420, 3.188, -1.992)  0.284
H (-1.395, 1.424, -3.028)  0.304
H (-1.940, 3.420, -4.500)  0.423
H (-3.419, 2.518, -4.129)  0.409
H (-3.051, 4.005, -3.276)  0.440
H (-0.904, 4.285, -2.458)  0.633
H (-0.886, 3.426, -0.933)  0.076
H (0.254, 2.952, -2.275)  0.034
C (-8.658, 3.052, 1.854)  -1.287
C (-9.573, 3.447, 3.003)  -0.413
N (-9.212, 2.843, 4.273)  0.075
C (-10.222, 3.039, 5.303)  -0.685
C (-10.502, 4.469, 5.781)  -0.967
C (-7.839, 3.046, 4.701)  -0.194
C (-7.349, 4.488, 4.887)  -1.075
H (-8.639, 1.968, 1.720)  0.277
H (-9.019, 3.499, 0.926)  0.481
H (-7.635, 3.403, 2.004)  0.252
H (-10.585, 3.123, 2.744)  0.441
H (-9.606, 4.546, 3.061)  0.243
H (-9.964, 2.422, 6.169)  0.354
H (-11.161, 2.619, 4.929)  0.416
H (-9.723, 4.833, 6.449)  0.225
H (-11.436, 4.489, 6.345)  0.394
H (-10.608, 5.171, 4.954)  0.277
H (-7.182, 2.555, 3.978)  -0.167
H (-7.675, 2.493, 5.630)  0.369
H (-7.688, 5.150, 4.089)  0.243
H (-6.256, 4.507, 4.884)  0.406
H (-7.667, 4.906, 5.841)  0.327
C (8.953, -5.290, -2.315)  -1.528
C (7.660, -4.552, -2.629)  -0.155
N (7.850, -3.329, -3.390)  0.113
C (6.648, -2.523, -3.478)  -0.485
C (5.444, -3.102, -4.234)  -1.086
C (8.603, -3.464, -4.629)  -0.771
C (8.057, -4.418, -5.699)  -0.964
H (9.645, -4.652, -1.763)  0.343
H (8.736, -6.164, -1.701)  0.438
H (9.451, -5.647, -3.217)  0.325
H (7.189, -4.292, -1.675)  0.303
H (6.972, -5.250, -3.133)  0.248
H (6.902, -1.552, -3.913)  0.388
H (6.321, -2.294, -2.454)  0.181
H (5.578, -3.048, -5.313)  0.363
H (4.548, -2.517, -4.001)  0.364
H (5.237, -4.137, -3.959)  0.220
H (9.617, -3.780, -4.377)  0.430
H (8.734, -2.473, -5.071)  0.360
H (7.689, -5.354, -5.275)  0.244
H (8.851, -4.670, -6.403)  0.378
H (7.256, -3.963, -6.280)  0.286

Computed properties:
- charge = +1
- E_tot (eV) = -65292.109
- HOMO level (eV) = -9.37
- HOMO-LUMO gap (eV) = 7.4